[1]
ORCA calculation (the ωB97M-V functional and the def2-TZVPD basis) on 2 unconnected molecules or ions with the total composition C3H3NO3S at a distorted geometry.

Summary:
ΔE to the lowest compared entry with this formula, charge and spin: 54.0 kcal/mol
total energy: -794.7242 a.u.
HOMO level: -10.1 eV
Kohn-Sham gap: 9.46 eV

The geometry in XYZ format:
```
11
Properties=species:S:1:pos:R:3:forces:R:3
C 0.534 -0.125 -0.360 0.322 -0.438 0.363
C 2.643 -1.387 0.145 0.332 -0.792 -0.910
C -0.631 -0.358 0.187 -3.383 -0.672 2.698
N 1.643 -0.994 -0.306 -3.096 1.717 -0.359
O 3.886 0.910 -1.010 0.565 -0.481 0.500
O 3.679 -1.895 0.296 1.414 -0.601 1.170
O 5.039 0.963 1.156 -0.074 -0.350 -0.337
S 4.905 0.359 -0.141 0.031 1.204 -0.275
H 0.606 0.808 -0.846 0.949 0.707 -0.913
H -0.821 -1.253 0.886 0.413 1.266 -1.461
H -1.556 0.392 0.206 2.526 -1.560 -0.477
```
Positions in Å, forces in eV/Å.

[2]
ORCA calculation (the ωB97M-V functional and the def2-TZVPD basis) on C3H3NOS in the gas phase at a distorted geometry.

Summary:
ΔE to the lowest compared entry with this formula, charge and spin: 53.3 kcal/mol
total energy: -644.2021 a.u.
HOMO level: -9.2 eV
Kohn-Sham gap: 9.90 eV

The geometry in XYZ format:
```
9
Properties=species:S:1:pos:R:3:forces:R:3
N 1.203 -1.597 -0.147 -1.787 -1.424 -0.619
C 0.350 -0.891 -1.000 0.339 3.883 2.051
O 0.183 -0.959 -2.166 -0.314 -0.971 -0.362
C -0.214 0.522 -0.207 1.624 -4.535 -1.808
C -0.612 1.447 0.430 -0.138 2.187 -0.314
S -1.153 3.024 0.883 1.087 -0.598 -0.831
H 1.030 -1.256 0.797 0.257 -0.595 -0.105
H 1.107 -2.655 -0.282 0.471 2.093 0.355
H -1.895 2.364 1.692 -1.540 -0.040 1.633
```
Positions in Å, forces in eV/Å.

[3]
ORCA calculation (the ωB97M-V functional and the def2-TZVPD basis) on 2 unconnected molecules or ions with the total composition C3H3NOS at a distorted geometry.

Summary:
ΔE to the lowest compared entry with this formula, charge and spin: 155.5 kcal/mol
total energy: -644.0391 a.u.
HOMO level (spin up / spin down): -8.9 / -8.7 eV
Kohn-Sham gap (spin up / spin down): 7.79 / 6.44 eV

The geometry in XYZ format:
```
9
Properties=species:S:1:pos:R:3:forces:R:3
O 1.680 0.565 0.562 -0.369 -1.706 -0.766
N 1.400 -0.525 0.132 2.073 2.919 0.952
C 0.833 -1.586 -0.187 -2.106 0.000 1.244
S -0.545 -1.880 0.777 -0.122 -0.317 -0.051
H 1.320 -2.280 -0.781 0.925 -1.208 -1.352
C -0.850 1.577 0.310 3.412 0.152 6.065
C -1.540 1.328 -0.593 -1.938 -0.142 -3.394
H -0.259 1.525 1.299 -1.469 0.528 -2.436
H -2.040 1.277 -1.519 -0.406 -0.227 -0.262
```
Positions in Å, forces in eV/Å.

[4]
ORCA calculation (the ωB97M-V functional and the def2-TZVPD basis) on C3H3NOS in the gas phase at a distorted geometry.

Summary:
ΔE to the lowest compared entry with this formula, charge and spin: 25.2 kcal/mol
total energy: -644.2467 a.u.
HOMO level: -10.3 eV
Kohn-Sham gap: 10.16 eV

The geometry in XYZ format:
```
9
Properties=species:S:1:pos:R:3:forces:R:3
C 0.030 -0.621 -1.419 -1.786 -2.490 1.793
C 0.271 -0.654 0.075 -1.216 0.252 1.872
O 0.160 -1.608 0.796 0.424 1.549 -1.283
S 0.537 1.136 0.623 0.621 0.526 -1.031
C -0.082 1.666 2.098 0.037 -1.297 -0.590
N -0.581 2.118 3.023 -0.278 0.431 0.893
H 0.350 0.109 -2.072 1.650 1.673 -0.777
H -1.091 -0.512 -1.539 1.008 -0.742 0.360
H 0.405 -1.634 -1.584 -0.460 0.099 -1.236
```
Positions in Å, forces in eV/Å.

[5]
ORCA calculation (the ωB97M-V functional and the def2-TZVPD basis) on C3H3NOS2 in the gas phase at a distorted geometry.

Summary:
ΔE to the lowest compared entry with this formula, charge and spin: 83.2 kcal/mol
total energy: -1042.3660 a.u.
HOMO level: -8.2 eV
Kohn-Sham gap: 7.85 eV

The geometry in XYZ format:
```
10
Properties=species:S:1:pos:R:3:forces:R:3
S -0.277 2.538 -0.090 0.042 -1.036 0.456
C -0.245 0.851 0.094 -2.687 3.280 -1.294
C -1.385 -0.040 -0.101 -0.587 2.781 0.497
C -0.882 -1.242 -0.160 -0.624 -2.208 -1.214
O 0.430 -1.286 -0.007 2.208 1.265 0.196
N 0.813 0.129 0.160 2.838 -2.840 -0.537
S 2.489 0.557 -0.227 -1.916 -1.225 2.513
H -2.327 0.475 -0.262 -0.062 -0.905 0.052
H -1.250 -2.203 -0.530 -0.267 0.343 0.638
H 2.634 0.219 1.122 1.054 0.544 -1.307
```
Positions in Å, forces in eV/Å.

[6]
ORCA calculation (the ωB97M-V functional and the def2-TZVPD basis) on a molecular structure, C3H3NOS2 at a distorted geometry.

Summary:
ΔE to the lowest compared entry with this formula, charge and spin: 46.9 kcal/mol
total energy: -1042.4240 a.u.
HOMO level: -9.0 eV
Kohn-Sham gap: 8.58 eV

The geometry in XYZ format:
```
10
Properties=species:S:1:pos:R:3:forces:R:3
C -1.048 -1.292 0.610 -1.260 -1.898 -0.054
C -1.131 0.775 -0.096 4.446 -0.304 -1.149
C 0.694 0.213 -0.440 -2.357 0.158 0.970
N -1.774 -0.236 0.473 -0.611 -1.205 0.701
O -1.345 1.881 -0.380 -1.049 1.348 -0.176
S 0.565 -1.505 0.119 0.214 0.720 -0.703
S 1.816 1.143 0.603 0.099 0.138 -0.304
H -1.525 -2.255 0.943 0.399 1.235 0.079
H 1.096 0.420 -1.443 -1.039 -0.746 0.114
H 2.653 0.857 -0.389 1.158 0.552 0.522
```
Positions in Å, forces in eV/Å.

[7]
ORCA calculation (the ωB97M-V functional and the def2-TZVPD basis) on a molecular structure, C3H3NOS3 at a distorted geometry.

Summary:
ΔE to the lowest compared entry with this formula, charge and spin: 63.6 kcal/mol
total energy: -1440.5619 a.u.
HOMO level: -8.7 eV
Kohn-Sham gap: 8.02 eV

The geometry in XYZ format:
```
11
Properties=species:S:1:pos:R:3:forces:R:3
C -0.027 0.636 0.638 -0.963 1.992 -0.104
C -1.226 -0.344 0.148 0.307 4.239 2.578
C 1.299 -0.056 0.676 -1.012 0.491 -0.942
H 0.599 0.934 -1.667 0.265 -0.964 -0.987
H 0.004 1.480 1.483 -0.980 -2.491 -1.368
H -0.993 -2.149 -1.219 1.018 3.197 4.284
N -0.549 -1.361 -0.254 -0.854 -6.735 -6.276
O 2.223 0.515 1.119 2.141 -0.696 0.919
S 0.339 1.835 -0.774 -0.939 0.732 1.093
S -2.838 0.021 0.284 1.081 -0.576 -0.428
S 1.169 -1.511 -0.432 -0.063 0.809 1.232
```
Positions in Å, forces in eV/Å.

[8]
ORCA calculation (the ωB97M-V functional and the def2-TZVPD basis) on C3H3NS in the gas phase at a distorted geometry.

Summary:
ΔE to the lowest compared entry with this formula, charge and spin: 45.3 kcal/mol
total energy: -568.9454 a.u.
HOMO level: -9.0 eV
Kohn-Sham gap: 9.18 eV

The geometry in XYZ format:
```
8
Properties=species:S:1:pos:R:3:forces:R:3
C 2.434 -0.703 0.005 -3.252 2.808 -0.081
C 1.506 0.134 -0.004 3.448 -3.629 -0.046
C 0.451 1.088 -0.015 1.170 2.400 0.382
N -0.795 0.905 0.013 -0.610 0.717 -0.171
S -1.525 -0.555 -0.005 0.039 -0.721 0.079
H 3.212 -1.443 -0.009 -0.210 0.292 0.034
H 0.794 2.172 0.027 -0.428 -1.371 -0.155
H -0.394 -1.286 0.058 -0.158 -0.495 -0.043
```
Positions in Å, forces in eV/Å.